ORCA calculation (ωB97M-V/def2-TZVPD) on an isolated molecule of C5H10N2S in a non-equilibrium geometry.

XYZ file:
```
18
Properties=species:S:1:pos:R:3:mulliken_charge:R:1
C -3.0089 0.5943 0.2377 -0.787
C -2.1313 -0.3935 0.1032 0.065
N -0.7465 -0.3682 -0.1893 0.357
N -0.2510 -1.6868 -0.3230 -0.817
C 0.0885 0.7145 -0.3384 0.424
S -0.3736 2.2863 -0.1870 -0.395
C 1.5457 0.4084 -0.6018 -0.719
C 2.3237 0.2221 0.7118 -0.953
H -4.0365 0.2891 0.4637 0.231
H -2.7793 1.6512 0.1415 0.216
H -2.4460 -1.4296 0.2313 0.312
H 0.5620 -1.8370 0.3052 0.276
H 0.0683 -1.8344 -1.3019 0.269
H 1.6866 -0.4469 -1.2287 0.317
H 1.9528 1.2883 -1.1316 0.302
H 1.9511 -0.6195 1.2894 0.281
H 2.2360 1.1132 1.3261 0.301
H 3.3585 0.0485 0.4919 0.319
```

Values from the calculation:
**HOMO-LUMO gap**: 8.794 eV
**SMILES**: C=CN(N)C(=S)CC
**Energy**: -704.15158 a.u.
**HOMO level**: -8.262 eV
**M**: 130.22 g mol⁻¹

ORCA calculation (ωB97M-V/def2-TZVPD) on a 15-piece molecular cluster, C40H83Cl2N31O19S overall in a non-equilibrium geometry.

XYZ file:
```
176
Properties=species:S:1:pos:R:3:mulliken_charge:R:1
C 0.8841 1.3246 5.5153 -0.282
C 0.2487 2.6835 4.7751 0.435
O -0.2710 3.5898 5.6277 -0.648
N 0.2524 2.7466 3.2801 1.054
C 0.3683 4.1159 2.6919 -0.023
C 1.0458 5.4519 3.3696 -0.505
O -0.1324 4.2863 1.4358 -0.611
C 1.0437 1.6782 2.5952 -0.532
C 0.2102 0.2845 2.1915 -0.201
C -1.3867 0.0897 2.5335 -0.357
C -2.3177 0.3798 1.2164 -0.523
C -3.3590 1.6410 1.4119 -0.114
C -4.9513 1.1651 1.5422 -0.581
O -5.4288 0.4181 0.3676 -0.222
C -5.8384 1.3103 -0.7321 0.108
O -6.1550 2.6035 -0.6263 -0.519
C 0.9635 -0.9814 1.4419 0.245
C 2.5755 -0.9803 1.0076 -0.873
C 3.3903 0.4215 1.4113 0.859
C 5.0084 0.5781 1.0271 -0.889
C 5.2236 1.6149 -0.2653 -0.163
N 6.4825 2.2099 -0.4084 -0.606
C 2.6289 1.6924 2.1870 0.384
C 3.5559 3.0056 2.4876 0.094
Cl 3.4819 4.3762 1.1872 -0.140
C 4.4709 3.2156 3.6410 0.381
C 5.3313 4.6481 3.6955 -0.937
Cl 4.6691 1.9100 4.9403 -0.166
N 3.2515 -2.1637 0.3348 -0.025
C 2.4395 -2.7152 -0.8163 0.104
C 3.1670 -3.0301 -2.2699 -0.620
C 2.3169 -3.6508 -3.5272 0.557
O 3.0520 -3.8929 -4.7919 -0.441
C 0.6964 -3.9723 -3.3925 -0.455
C -0.0757 -3.6687 -1.9415 -0.420
C 0.8019 -3.0324 -0.7062 0.254
S 0.0361 -2.5883 0.9859 -0.207
H 0.7805 1.4078 6.6979 0.327
H 0.2078 0.3920 5.2176 0.039
H 1.9674 1.0712 5.1548 -0.064
H 0.3405 5.9796 4.1661 0.318
H 1.4719 6.2304 2.6006 0.317
H 1.9861 5.0724 3.9993 -0.019
H -1.5497 -1.0325 2.8360 -0.047
H -1.6565 0.7668 3.4747 0.214
H -2.9013 -0.6033 0.8797 0.231
H -1.5766 0.6510 0.3229 0.437
H -3.2884 2.3695 0.4695 0.047
H -3.1372 2.2821 2.3821 0.286
H -5.6389 2.0578 1.8736 0.308
H -4.9648 0.3959 2.4533 0.218
H -5.9522 0.8193 -1.8100 0.318
H 5.5512 1.0948 1.9412 0.388
H 5.5368 -0.4582 0.8527 0.263
H 4.3814 1.8872 -1.0334 0.353
H 7.0382 1.8420 0.4015 0.234
H 6.1672 4.6141 4.5281 0.328
H 4.5977 5.5589 3.7895 0.234
H 5.8960 4.7857 2.6533 0.305
H 4.1902 -1.9077 -0.0650 0.344
H 4.3220 -2.7761 -2.3395 0.059
H 4.0155 -4.0293 -4.5259 0.313
H 0.0867 -4.4035 -4.3224 0.232
H -1.2431 -3.8935 -1.8486 0.279
C 2.9531 -6.5472 -8.1858 0.665
O 3.1348 -7.7441 -8.0272 -0.667
N 3.0995 -5.6515 -7.1928 -0.183
N 2.5904 -6.0169 -9.3676 -0.413
H 2.9544 -4.6622 -7.3040 0.143
H 3.3720 -6.0091 -6.2865 0.079
H 2.4694 -6.6568 -10.1418 0.229
H 2.4361 -5.0342 -9.5177 0.161
C 2.8997 6.9749 6.2899 0.729
O 3.5580 6.1366 5.6943 -0.586
N 2.6252 8.1860 5.7727 -0.408
N 2.3901 6.7626 7.5166 -0.446
H 2.0850 8.8894 6.2477 0.152
H 2.9902 8.3866 4.8507 0.217
H 2.5735 5.8633 7.9422 0.223
H 1.8458 7.4404 8.0228 0.149
C -7.8391 -2.4183 -1.4078 0.620
O -8.5915 -1.8182 -0.6566 -0.701
N -8.2148 -3.5155 -2.0896 -0.323
N -6.5670 -2.0363 -1.6212 -0.156
H -7.6097 -4.0232 -2.7127 0.347
H -9.1650 -3.8369 -1.9576 0.107
H -6.2439 -1.2147 -1.1272 0.138
H -5.9325 -2.5176 -2.2358 0.157
C 6.0632 -2.2086 4.5941 0.811
O 5.7149 -1.7658 3.5110 -0.613
N 7.1082 -3.0437 4.7365 -0.654
N 5.4331 -1.9012 5.7423 -0.370
H 7.4101 -3.4187 5.6199 0.157
H 7.6103 -3.3005 3.8966 0.235
H 4.6408 -1.2753 5.6794 0.168
H 5.7050 -2.2559 6.6435 0.169
C 5.0951 -6.5876 4.5679 0.607
O 4.2823 -6.0254 5.2849 -0.661
N 4.9625 -7.8704 4.1852 -0.400
N 6.1959 -5.9747 4.0965 -0.305
H 5.6211 -8.3506 3.5953 0.161
H 4.1473 -8.3685 4.5181 0.240
H 6.3337 -5.0080 4.3610 0.328
H 6.8764 -6.4210 3.5052 0.159
C 2.9277 -7.8876 -3.8825 0.574
O 2.7944 -6.7051 -4.1557 -0.502
N 2.6719 -8.3846 -2.6588 -0.428
N 3.3423 -8.7994 -4.7805 -0.322
H 2.7757 -9.3551 -2.4147 0.152
H 2.3573 -7.7316 -1.9530 0.232
H 3.5457 -8.4669 -5.7140 0.156
H 3.4581 -9.7772 -4.5743 0.161
C -8.1238 5.9439 -2.1420 0.605
O -8.4720 6.3867 -3.2251 -0.729
N -7.0787 5.1088 -1.9995 -0.221
N -8.7539 6.2513 -0.9938 -0.400
H -6.7768 4.7338 -1.1162 0.138
H -6.5766 4.8521 -2.8395 0.184
H -9.5462 6.8772 -1.0567 0.211
H -8.4820 5.8966 -0.0926 0.160
C -2.4438 6.4953 -1.2348 0.614
O -1.2853 6.8693 -1.1416 -0.648
N -2.9501 5.5019 -0.4820 -0.181
N -3.3177 7.0428 -2.0985 -0.329
H -3.9012 5.1800 -0.5443 0.122
H -2.3253 5.0626 0.1814 0.088
H -2.9770 7.7940 -2.6843 0.211
H -4.2753 6.7484 -2.1897 0.138
C -8.5399 6.6551 -7.3314 0.654
O -7.4418 6.1352 -7.4519 -0.663
N -9.1351 6.8294 -6.1377 -0.300
N -9.2531 7.1003 -8.3816 -0.392
H -10.0387 7.2553 -6.0183 0.151
H -8.6318 6.5081 -5.3209 0.247
H -8.8411 6.9883 -9.2988 0.225
H -10.1587 7.5309 -8.3024 0.159
C -11.2622 -3.8055 -5.5108 0.605
O -11.8332 -3.8447 -6.5893 -0.656
N -11.7145 -4.4572 -4.4244 -0.325
N -10.1297 -3.1071 -5.3123 -0.330
H -11.2583 -4.4371 -3.5279 0.148
H -12.5646 -4.9953 -4.5308 0.199
H -9.7554 -2.6018 -6.1047 0.184
H -9.6453 -3.0628 -4.4317 0.170
C -5.5136 -5.1589 -4.5066 0.635
O -6.1060 -4.3419 -3.8195 -0.641
N -4.2586 -4.9631 -4.9496 -0.416
N -6.0627 -6.3281 -4.8822 -0.394
H -3.7543 -5.6240 -5.5163 0.159
H -3.8084 -4.0953 -4.6892 0.197
H -7.0066 -6.5150 -4.5698 0.203
H -5.5908 -7.0133 -5.4477 0.174
C 9.8605 0.0920 4.1838 0.613
O 9.2896 0.0528 3.1053 -0.642
N 9.4082 -0.5598 5.2703 -0.378
N 10.9930 0.7904 4.3824 -0.406
H 9.8644 -0.5396 6.1667 0.152
H 8.5581 -1.0978 5.1638 0.249
H 11.3674 1.2957 3.5899 0.246
H 11.4774 0.8347 5.2629 0.152
C 8.7349 3.5665 -2.9695 0.578
O 8.8003 4.3370 -2.0246 -0.647
N 8.1482 2.3589 -2.8839 -0.290
N 9.2436 3.8559 -4.1807 -0.387
H 8.0844 1.7107 -3.6507 0.156
H 7.7521 2.1017 -1.9892 0.293
H 9.6940 4.7554 -4.2880 0.227
H 9.1995 3.2345 -4.9706 0.157
C -3.4076 -0.9596 5.7243 0.663
O -3.7558 -0.5168 4.6411 -0.590
N -2.3625 -1.7947 5.8667 -0.346
N -4.0376 -0.6523 6.8724 -0.436
H -2.0606 -2.1698 6.7501 0.163
H -1.8604 -2.0515 5.0268 0.175
H -4.8299 -0.0263 6.8096 0.226
H -3.7658 -1.0069 7.7737 0.146
```

Values from the calculation:
**HOMO-LUMO gap**: 7.315 eV
**Energy**: -6019.20318 a.u.
**HOMO level**: -7.565 eV
**M**: 1405.27 g mol⁻¹

ORCA calculation (ωB97M-V/def2-TZVPD) on C30H47BMnO2P2 as an isolated structure in a non-equilibrium geometry.

XYZ file:
```
83
Properties=species:S:1:pos:R:3:mulliken_charge:R:1
Mn 0.5067 0.0053 -0.5334 -0.737
C 1.0355 -0.9406 1.2966 0.357
C 1.3527 0.4795 1.3368 0.381
C -0.9668 0.2376 1.4813 1.621
C -0.4018 -1.0612 1.3645 0.282
C 0.0932 1.1850 1.4351 0.427
C 1.9726 -2.0763 1.5215 -1.558
H 3.0110 -1.7832 1.3303 0.335
H 1.7285 -2.9355 0.8798 0.334
H 1.9208 -2.4312 2.5653 0.358
C -1.1327 -2.3181 1.6853 -1.625
H -0.6841 -3.1989 1.2066 0.395
H -2.1920 -2.2692 1.3956 0.366
H -1.1137 -2.4907 2.7778 0.367
C -2.3829 0.5274 1.8237 -1.856
H -2.5374 0.5097 2.9160 0.365
H -3.0696 -0.2121 1.3936 0.275
H -2.6928 1.5165 1.4691 0.392
C -0.0792 2.6198 1.7848 -1.393
H -0.2963 2.7243 2.8635 0.346
H -0.9211 3.0799 1.2462 0.310
H 0.8278 3.2023 1.5750 0.392
C 2.6898 1.0828 1.5750 -1.652
H 2.8632 1.2772 2.6441 0.311
H 2.7869 2.0444 1.0593 0.459
H 3.4936 0.4264 1.2311 0.385
C 3.5708 -1.0228 -4.9566 0.095
C 4.6637 -1.0416 -4.1728 -0.566
C 5.8174 -0.0940 -4.3960 -0.901
C 5.4162 1.3854 -4.6875 -0.979
C 4.1310 1.8636 -4.0592 -0.355
C 2.9526 1.8722 -4.7051 -0.122
C 2.7571 1.1941 -6.0516 -0.923
C 3.4658 -0.1923 -6.2048 -1.147
H 6.4377 -0.4578 -5.2336 0.422
H 5.3973 1.5196 -5.7785 0.259
H 6.4819 -0.1004 -3.5200 0.358
H 4.4587 -0.0105 -6.6357 0.368
H 2.7662 -1.7486 -4.7952 0.838
H 4.8457 -1.8585 -3.4558 0.497
H 2.9059 -0.7754 -6.9514 0.477
H 1.6826 1.0522 -6.2429 0.248
H 2.1182 2.4782 -4.3309 0.687
H 3.1118 1.8564 -6.8581 0.469
H 6.2325 2.0223 -4.3139 0.449
H 4.2502 2.3764 -3.1005 0.459
P 1.4857 -1.0017 -2.1888 0.703
P -0.0893 1.7802 -1.8475 0.718
C 0.9527 -0.1184 -3.7067 1.925
C -0.0082 1.0771 -3.5432 -1.245
H 0.5537 -0.8241 -4.4492 1.034
H 1.8903 0.2259 -4.1429 -2.878
H 0.2475 1.9016 -4.2245 1.078
H -1.0274 0.7594 -3.7983 0.435
C -1.6873 2.6070 -1.6165 -1.092
H -1.6845 3.2093 -0.7013 0.411
H -2.4723 1.8430 -1.5334 0.072
H -1.8888 3.2571 -2.4736 0.543
C 1.1934 3.0534 -1.5799 -1.212
H 1.3675 3.6226 -2.4999 0.614
H 2.1394 2.5974 -1.2537 0.047
H 0.8535 3.7394 -0.7912 0.503
C 1.3933 -2.7712 -2.3793 -1.067
H 1.9883 -3.2624 -1.5988 0.463
H 1.7312 -3.1438 -3.3526 0.484
H 0.3428 -3.0622 -2.2356 0.117
C 3.1611 -0.5102 -1.5945 -0.023
H 3.1585 0.4659 -1.0839 -0.073
H 3.8927 -0.4316 -2.4055 -0.833
H 3.5330 -1.2708 -0.8909 0.629
O -1.5161 -2.2924 -1.4274 -0.540
B -1.3218 -0.8772 -1.1895 1.431
O -2.6511 -0.2919 -1.2917 -0.012
C -3.5409 -1.3151 -1.4550 0.522
C -4.9229 -1.2731 -1.3389 -1.108
C -5.5894 -2.5090 -1.2440 -0.528
C -4.8892 -3.7122 -1.3167 -0.606
C -3.5055 -3.7375 -1.5126 -1.075
C -2.8569 -2.5182 -1.5435 0.399
H -5.4452 -0.3313 -1.3092 0.546
H -6.6701 -2.5189 -1.1100 0.421
H -5.4290 -4.6573 -1.2241 0.411
H -2.9366 -4.6596 -1.6168 0.519
```

Values from the calculation:
**HOMO-LUMO gap (alpha / beta)**: 6.709 / 6.727 eV
**Spin multiplicity**: 4
**Charge**: +2
**Energy**: -3179.84683 a.u.
**HOMO level (alpha / beta)**: -13.591 / -13.587 eV
**M**: 567.40 g mol⁻¹

ORCA calculation (ωB97M-V/def2-TZVPD) on C24H42Al2BrCl6CsF12KN4O5S2 as an isolated structure in a non-equilibrium geometry.

XYZ file:
```
100
Properties=species:S:1:pos:R:3:mulliken_charge:R:1
N 2.9617 -1.9201 4.3374 -0.726
C 2.2127 -2.8403 3.4874 0.072
C 3.0821 -3.2548 2.2953 0.068
C 2.1947 -3.3202 1.0291 -0.920
N 1.8039 -1.9305 0.7831 -0.116
C 0.4028 -1.7660 0.3486 -0.552
C 0.1023 -0.2483 0.4617 0.529
C -0.7723 0.0827 1.6987 0.254
C -2.2597 0.3627 1.2763 -1.326
S -3.2396 -1.0864 1.4212 0.547
C -4.5994 -0.7582 2.4059 0.183
S -4.5068 0.5908 3.4186 -0.028
N -5.7393 -1.5592 2.4326 0.085
C -5.4539 -2.9814 2.5901 -0.011
C -5.0359 -3.6977 1.2733 -0.508
O -5.2060 -2.9183 0.1114 -0.351
C -6.4236 -2.2033 0.0871 -0.364
C -6.6506 -1.2820 1.3140 -0.592
C 0.3225 -2.2163 -1.1305 -0.272
O 0.6587 -1.3659 -1.9922 -0.551
O -0.0613 -3.3779 -1.3701 -0.781
H 3.2620 -2.3986 5.1660 0.394
H 3.8765 -1.5916 3.8641 0.221
H 1.9297 -3.7271 4.0697 0.507
H 1.3042 -2.3551 3.1132 -0.380
H 3.5331 -4.2433 2.5449 0.091
H 3.9210 -2.5553 2.1133 0.280
H 1.3513 -3.9775 1.2532 0.228
H 2.7662 -3.7840 0.2145 0.422
H 2.3520 -1.6481 -0.0273 0.292
H -0.3049 -2.3543 0.9414 0.645
H 1.0666 0.2692 0.5556 -0.318
H -0.3376 0.1417 -0.4601 0.510
H -0.4040 1.0187 2.1267 -0.546
H -0.7161 -0.7288 2.4243 0.303
H -2.5989 1.1938 1.8864 0.889
H -2.3296 0.6749 0.1905 -0.273
H -6.3977 -3.4480 2.9079 0.364
H -4.7595 -3.1890 3.4116 -0.296
H -5.5020 -4.6896 1.1843 0.437
H -3.9597 -3.9031 1.3541 0.261
H -6.3765 -1.5530 -0.7912 0.314
H -7.2788 -2.8728 -0.0786 0.307
H -6.6405 -0.2165 1.0766 0.405
H -7.6656 -1.4874 1.6816 0.355
C 1.1776 2.8407 0.5729 -1.241
N 1.7191 3.8673 1.5515 -0.033
C 0.9741 5.1646 1.3237 -0.578
C 3.1793 4.0912 1.2799 -0.793
C 1.4778 3.4257 3.0054 -0.033
C 2.2026 2.1504 3.4339 -0.950
O 1.7854 1.0599 2.6570 0.087
H 1.1338 3.3065 -0.4116 0.765
H 1.8510 1.9927 0.5320 0.486
H 0.1827 2.5436 0.8920 0.249
H 1.1446 5.4866 0.3000 0.311
H 1.3524 5.9158 2.0167 0.142
H -0.0859 4.9857 1.4938 0.365
H 3.7034 3.1440 1.3685 0.365
H 3.5688 4.8141 2.0005 0.392
H 3.2831 4.4755 0.2680 0.295
H 0.3979 3.2967 3.1037 0.628
H 1.7965 4.2490 3.6411 -0.110
H 1.9511 1.9536 4.4833 0.479
H 3.2923 2.2597 3.3642 0.452
H 2.2203 0.2563 2.9971 -0.171
Al 5.3704 -4.4915 2.6280 0.491
C -2.2673 -1.7312 5.9377 0.201
Cl -3.6314 -1.0398 6.8162 -0.067
Cl -2.8634 -2.9115 4.7576 -0.132
Cl -1.3973 -0.4428 5.0884 -0.008
Cl -1.1739 -2.5304 7.0679 -0.087
Cl -3.9620 1.4939 -0.7379 -0.530
C 1.5361 0.4124 -5.2359 -0.948
C 2.1056 1.2853 -4.0979 0.942
C 1.1096 2.1322 -3.2981 0.363
F 0.4669 3.0412 -4.0474 -0.272
F 1.7827 2.8365 -2.3246 -0.357
F 3.1138 2.0560 -4.5887 -0.315
F 2.6672 0.4448 -3.2014 -0.270
O 1.6138 0.9157 -6.5766 -0.433
C 0.6138 1.7736 -7.0023 0.813
C 1.1482 3.1753 -7.3153 0.187
F 1.7627 3.7280 -6.2497 -0.213
F 0.1269 3.9936 -7.6613 -0.269
F -0.4040 1.7954 -6.1239 -0.286
F 0.1144 1.2490 -8.1377 -0.275
H 2.1637 -0.4770 -5.2624 0.503
H 0.5393 0.0434 -5.0037 0.418
H 0.3735 1.4924 -2.8052 0.106
H 1.8636 3.1332 -8.1388 0.226
Cl -5.6406 2.7841 3.8432 -0.280
Br 5.2994 -1.2920 4.9011 -0.757
Cs 2.3371 6.0924 4.1995 1.090
F 1.9747 -2.1810 -7.2544 -0.295
Al 1.6573 -2.4698 -8.8929 0.502
F 0.1591 -1.8354 -9.3140 -0.327
F 1.6903 -4.1384 -9.1981 -0.368
F 2.8968 -1.6926 -9.8657 -0.488
K 4.6614 -2.8090 -9.7808 0.978
```

Values from the calculation:
**HOMO-LUMO gap**: 3.024 eV
**Charge**: +1
**Energy**: -9969.42810 a.u.
**HOMO level**: -8.525 eV
**M**: 1277.32 g mol⁻¹